No. 1
Below is a cluster of 10 separate species, C18H30F4N6O24 in total in a non-equilibrium geometry, with properties calculated with ωB97M-V/def2-TZVPD.

The geometry in XYZ format:
```
82
Properties=species:S:1:pos:R:3:lowdin_charge:R:1
O -21.426 -11.778 4.567 0.160
C -21.403 -11.141 5.570 -0.553
O -20.457 -10.259 6.015 0.044
C -20.840 -9.615 7.222 -0.043
C -21.921 -10.620 7.727 -0.286
F -23.027 -10.169 8.344 0.089
O -22.367 -11.128 6.483 0.123
H -19.952 -9.623 7.849 0.139
H -21.256 -8.608 7.166 0.133
H -21.467 -11.428 8.309 0.172
O -24.526 -1.772 2.138 0.176
C -24.572 -2.875 1.685 -0.567
O -23.567 -3.750 1.706 0.095
C -23.896 -4.869 0.888 -0.065
C -25.403 -4.706 0.672 -0.282
F -26.069 -5.618 1.441 0.065
O -25.694 -3.434 1.200 0.149
H -23.329 -4.835 -0.048 0.129
H -23.553 -5.823 1.284 0.105
H -25.633 -4.769 -0.391 0.151
O -25.809 -12.659 0.068 0.150
C -25.371 -12.807 -1.034 -0.604
O -24.282 -12.126 -1.446 0.027
C -23.740 -12.814 -2.604 -0.005
C -25.029 -13.476 -3.135 -0.278
F -24.635 -14.625 -3.744 0.075
O -25.804 -13.658 -1.958 0.152
H -23.195 -12.174 -3.287 0.140
H -23.117 -13.565 -2.119 0.140
H -25.656 -12.923 -3.828 0.170
O -24.930 -5.545 -2.934 0.201
C -24.981 -6.658 -2.556 -0.533
O -25.414 -7.745 -3.242 0.090
C -25.062 -8.917 -2.557 -0.082
C -25.041 -8.436 -1.142 -0.268
F -24.032 -9.028 -0.456 0.057
O -24.591 -7.069 -1.304 0.095
H -25.836 -9.684 -2.603 0.141
H -24.099 -9.344 -2.841 0.148
H -26.015 -8.520 -0.656 0.185
C -23.104 -10.735 1.839 0.053
N -22.889 -9.398 2.431 -0.402
O -21.903 -9.193 3.092 0.054
O -23.696 -8.521 2.144 0.038
H -24.007 -10.700 1.240 0.077
H -23.232 -11.406 2.686 0.091
H -22.266 -10.968 1.189 0.101
C -24.836 -15.299 2.328 0.057
N -23.719 -14.734 1.498 -0.426
O -22.904 -14.095 2.127 0.063
O -23.767 -14.905 0.301 0.071
H -24.619 -16.332 2.585 0.101
H -25.727 -15.221 1.710 0.096
H -24.955 -14.685 3.213 0.096
C -18.210 -8.677 3.305 0.039
N -18.292 -7.831 4.510 -0.439
O -17.248 -7.375 4.942 0.071
O -19.405 -7.560 4.898 0.057
H -17.422 -8.505 2.585 0.104
H -19.188 -8.701 2.826 0.077
H -18.192 -9.694 3.707 0.095
C -19.199 -12.864 2.357 0.065
N -18.253 -12.396 1.250 -0.446
O -17.486 -11.504 1.508 0.059
O -18.256 -13.063 0.244 0.061
H -20.223 -12.507 2.310 0.072
H -18.723 -12.481 3.253 0.086
H -19.160 -13.935 2.189 0.095
C -21.294 -6.887 0.588 0.037
N -20.398 -7.912 0.016 -0.429
O -20.824 -9.044 -0.111 0.053
O -19.244 -7.571 -0.215 0.069
H -22.219 -7.030 0.031 0.074
H -20.855 -5.911 0.413 0.110
H -21.432 -7.077 1.650 0.090
C -23.482 -7.639 5.229 0.027
N -23.225 -6.199 4.985 -0.417
O -22.202 -5.922 4.393 0.064
O -23.917 -5.385 5.571 0.072
H -22.533 -8.161 5.134 0.061
H -24.213 -8.125 4.591 0.091
H -23.765 -7.834 6.264 0.098
```

As for the orbital gap: 10.6 eV. The SMILES is O=C1OC[C@@H](F)O1.O=C1OC[C@@H](F)O1.O=C1OC[C@@H](F)O1.O=C1OC[C@@H](F)O1.C[N+](=O)[O-].C[N+](=O)[O-].C[N+](=O)[O-].C[N+](=O)[O-].C[N+](=O)[O-].C[N+](=O)[O-]. The calculation puts the energy above the lowest of the compared OMol25 structures with the same formula, charge and spin at 1.799 eV. The largest force on an atom comes out at 2.3 eV/Å. The HOMO energy is -0.3985 Ha. The calculation puts the total energy at -3237.09397 hartree. For the LUMO energy, the calculation gives -0.3 eV. The net charge is 0.

---

No. 2
Below is a structure of composition C15H23MoN2S in a non-equilibrium geometry, with properties calculated with ωB97M-V/def2-TZVPD.

The geometry in XYZ format:
```
42
Properties=species:S:1:pos:R:3:mulliken_spin:R:1
C -0.552 0.850 -2.287 -0.256
C -0.108 2.303 -2.427 -0.052
C 0.099 0.046 -3.407 0.025
C -2.057 0.842 -2.543 -0.020
H -0.483 0.127 -4.339 -0.004
H 0.165 -1.017 -3.175 -0.007
H 1.109 0.380 -3.644 0.002
H -0.199 2.638 -3.473 -0.005
H 0.927 2.473 -2.137 -0.007
H -0.729 2.974 -1.834 0.010
H -2.313 1.563 -3.335 0.002
H -2.636 1.124 -1.666 -0.002
H -2.425 -0.123 -2.884 -0.001
C 2.188 -0.475 1.079 0.009
C 2.442 -0.642 -0.302 0.013
C 2.336 0.617 -0.918 -0.099
H 2.683 -1.569 -0.795 0.004
C 1.997 1.562 0.068 0.151
C 1.916 0.888 1.315 -0.149
H 1.735 1.341 2.274 0.004
H 2.212 -1.252 1.823 0.007
H 2.487 0.820 -1.961 0.000
H 1.856 2.615 -0.095 0.025
C -1.740 -1.308 1.237 -0.068
C -0.585 -2.112 1.203 0.139
C -0.363 -2.503 -0.136 -0.045
H 0.016 -2.390 2.052 0.006
C -1.381 -1.941 -0.930 0.009
C -2.228 -1.191 -0.087 0.133
H -3.095 -0.633 -0.391 0.020
H -2.185 -0.890 2.122 -0.007
H 0.443 -3.125 -0.488 0.000
H -1.490 -2.063 -1.992 0.010
Mo 0.001 -0.002 -0.070 2.037
N 0.744 -0.959 4.289 -0.008
C 0.001 -0.002 3.550 -0.041
N -0.755 0.979 4.240 -0.004
S 0.001 -0.002 1.930 0.162
H 0.730 -0.939 5.319 0.001
H 1.304 -1.687 3.826 0.001
H -1.300 1.683 3.722 0.000
H -0.768 0.998 5.269 0.003
```

As for the orbital gap (spin up / spin down): 5.7 / 7.0 eV. The calculation puts the energy above the lowest of the compared OMol25 structures with the same formula, charge and spin at 4.839 eV. The largest force on an atom comes out at 12.7 eV/Å. The HOMO energy (spin up / spin down) is -0.3648 / -0.3876 Ha. The calculation puts the total energy at -1160.66953 hartree. The multiplicity is 3. For the LUMO energy (spin up / spin down), the calculation gives -4.2 / -3.6 eV. The net charge is +1. As for the expectation value of S²: 2.186.

---

No. 3
Below is a structure of composition C30H45LaNOP in a non-equilibrium geometry, with properties calculated with ωB97M-V/def2-TZVPD.

The geometry in XYZ format:
```
79
Properties=species:S:1:pos:R:3:lowdin_charge:R:1
C 0.743 -1.559 1.732 -0.284
C -0.698 -1.629 1.664 -0.261
C -1.080 -2.166 0.390 -0.183
H -1.385 -1.277 2.441 0.056
C 0.135 -2.439 -0.337 -0.229
C 1.262 -2.067 0.481 -0.228
H 2.310 -2.100 0.195 0.105
H 1.330 -1.149 2.542 0.080
H -2.098 -2.256 0.022 0.111
H 0.197 -2.768 -1.370 0.090
C -1.159 2.178 0.205 -0.202
C -1.084 1.585 1.517 -0.236
C 0.306 1.540 1.901 -0.304
H -1.924 1.213 2.096 0.080
C 1.106 2.071 0.820 -0.239
C 0.187 2.464 -0.225 -0.240
H 0.472 2.790 -1.223 0.102
H -2.061 2.262 -0.395 0.106
H 0.702 1.117 2.823 0.048
H 2.187 2.097 0.785 0.100
La 0.110 0.028 0.018 1.895
O -0.870 0.092 -1.817 -0.448
C -1.141 -0.793 -2.800 -0.385
C 0.034 -0.955 -3.673 -0.025
H -1.463 -1.747 -2.375 0.095
H -1.966 -0.319 -3.287 0.110
H 0.775 -1.688 -3.346 0.110
H 0.956 -2.026 -5.905 0.108
C 0.734 -0.963 -6.005 -0.038
C 0.227 -0.275 -4.851 -0.239
C -0.062 1.125 -5.030 -0.020
H -0.434 1.690 -4.174 0.112
C 0.139 1.750 -6.243 -0.099
H -0.088 2.810 -6.338 0.101
C 0.624 1.041 -7.346 -0.098
H 0.773 1.544 -8.297 0.096
C 0.916 -0.321 -7.214 -0.102
H 1.295 -0.880 -8.066 0.100
C -3.477 -0.987 4.450 -0.088
C -2.645 -0.286 5.540 -0.594
C -3.073 1.193 5.552 -0.097
C -2.954 -0.890 6.919 -0.101
P -0.729 -0.420 5.109 1.009
N -0.746 0.063 3.624 -0.193
C 0.369 0.960 5.995 -0.573
C 0.140 0.955 7.516 -0.091
C 1.853 0.678 5.706 -0.092
C 0.052 2.375 5.466 -0.079
C -0.033 -2.301 5.390 -0.554
C -1.050 -3.343 4.885 -0.090
C 1.307 -2.629 4.707 -0.092
C 0.187 -2.509 6.899 -0.109
H -4.545 -0.888 4.699 0.092
H -3.272 -2.059 4.367 0.061
H -3.316 -0.526 3.474 0.068
H -2.826 1.687 4.607 0.078
H -2.642 1.728 6.403 0.062
H -4.166 1.248 5.687 0.092
H -2.788 -1.970 6.946 0.060
H -2.377 -0.416 7.722 0.067
H -4.025 -0.735 7.144 0.090
H 0.374 -0.007 7.989 0.064
H 0.802 1.709 7.977 0.093
H -0.887 1.232 7.770 0.064
H 2.052 0.631 4.628 0.076
H 2.466 1.494 6.127 0.094
H 2.192 -0.240 6.193 0.063
H 0.217 2.468 4.390 0.064
H -0.967 2.713 5.679 0.062
H 0.720 3.096 5.961 0.092
H -1.263 -3.220 3.819 0.071
H -0.627 -4.354 5.027 0.096
H -1.979 -3.330 5.464 0.062
H 2.088 -1.872 4.849 0.066
H 1.698 -3.573 5.115 0.091
H 1.183 -2.854 3.643 0.057
H 1.020 -1.902 7.261 0.062
H -0.706 -2.302 7.496 0.063
H 0.465 -3.561 7.082 0.090
```

As for the orbital gap (spin up / spin down): 7.4 / 6.4 eV. The calculation puts the energy above the lowest of the compared OMol25 structures with the same formula, charge and spin at 5.358 eV. The largest force on an atom comes out at 4.7 eV/Å. The HOMO energy (spin up / spin down) is -0.2715 / -0.2535 Ha. The calculation puts the total energy at -1672.76006 hartree. For the LUMO energy (spin up / spin down), the calculation gives 0.0 / -0.5 eV. The net charge is 0.

---

No. 4
Below is a cluster of 2 separate species, C7H7O5S in total in a non-equilibrium geometry, with properties calculated with ωB97M-V/def2-TZVPD.

The geometry in XYZ format:
```
20
Properties=species:S:1:pos:R:3:nbo_charge:R:1
C -3.356 -0.797 -1.076 -0.266
C -2.794 0.458 -1.178 -0.205
C -2.556 -1.862 -0.718 -0.223
C -1.465 0.678 -0.870 -0.205
C -1.176 -1.657 -0.456 -0.205
C -0.706 -0.366 -0.433 -0.085
C 0.676 -0.274 0.170 0.766
O 4.262 0.189 0.912 -0.979
O 2.560 1.938 1.685 -0.946
O 4.973 2.308 2.142 -0.953
O 1.575 -0.587 -0.607 -0.741
O 0.788 0.139 1.362 -0.787
S 3.989 1.261 2.169 1.729
H -4.464 -0.565 -1.158 0.210
H -3.419 1.238 -1.491 0.188
H -2.873 -2.854 -0.579 0.199
H -1.127 1.687 -0.960 0.208
H -0.391 -2.403 -0.532 0.228
H 3.699 0.138 0.037 0.542
H 1.804 1.332 1.579 0.525
```

As for the orbital gap: 8.7 eV. The calculation puts the energy above the lowest of the compared OMol25 structures with the same formula, charge and spin at 0.000 eV. The largest force on an atom comes out at 3.2 eV/Å. The HOMO energy is -0.1969 Ha. The calculation puts the total energy at -1045.38702 hartree. For the LUMO energy, the calculation gives 3.3 eV. The net charge is -1.

---

No. 5
Below is an isolated molecule of C2HClFN3 in a non-equilibrium geometry, with properties calculated with ωB97M-V/def2-TZVPD.

The geometry in XYZ format:
```
8
Properties=species:S:1:pos:R:3:nbo_charge:R:1
F 1.705 -0.896 1.006 -0.296
C 0.977 -0.069 0.237 0.392
N 0.490 -0.637 -0.937 -0.119
N -0.685 -0.465 -1.184 -0.132
C -1.173 0.221 -0.028 0.264
Cl -2.743 0.686 0.192 0.137
N -0.199 0.380 0.761 -0.454
H 1.629 0.781 -0.048 0.209
```

As for the orbital gap: 9.3 eV. The SMILES is F[C@H]1N=NC(Cl)=N1. The calculation puts the energy above the lowest of the compared OMol25 structures with the same formula, charge and spin at 1.027 eV. The largest force on an atom comes out at 6.9 eV/Å. The HOMO energy is -0.3844 Ha. The calculation puts the total energy at -801.05126 hartree. For the LUMO energy, the calculation gives -1.2 eV. The net charge is 0.

---

No. 6
Below is a structure of composition C16H38N4O2PPdS2 in a non-equilibrium geometry, with properties calculated with ωB97M-V/def2-TZVPD.

The geometry in XYZ format:
```
64
Properties=species:S:1:pos:R:3:nbo_charge:R:1
Pd 0.277 -0.353 -0.833 0.911
C 3.480 0.512 -1.785 -0.424
C 2.669 1.758 -1.408 -0.246
N 1.227 1.635 -1.623 -0.574
C 0.746 1.769 -2.999 -0.250
C -0.787 1.669 -3.039 -0.264
N -1.272 0.364 -2.568 -0.499
C -1.659 -0.590 -3.612 -0.250
C -0.579 -0.928 -4.638 -0.445
C 0.709 -1.594 -4.102 -0.245
N 0.752 -1.882 -2.674 -0.553
C 1.981 -2.599 -2.308 -0.257
C 2.188 -2.592 -0.795 -0.261
N 2.384 -1.228 -0.279 -0.481
C 3.617 -0.532 -0.660 -0.259
H 4.498 0.837 -2.009 0.279
H 3.081 0.052 -2.690 0.205
H 3.045 2.601 -2.005 0.248
H 2.840 1.995 -0.353 0.230
H 0.754 2.337 -1.045 0.416
H 1.187 0.985 -3.616 0.214
H 1.036 2.737 -3.432 0.252
H -1.112 1.846 -4.070 0.258
H -1.209 2.460 -2.410 0.238
H -2.094 0.492 -1.974 0.428
H -2.509 -0.172 -4.172 0.267
H -2.029 -1.501 -3.131 0.225
H -0.303 -0.033 -5.199 0.237
H -1.043 -1.605 -5.359 0.276
H 1.579 -0.980 -4.350 0.214
H 0.849 -2.535 -4.655 0.253
H -0.064 -2.459 -2.437 0.405
H 2.832 -2.116 -2.798 0.226
H 1.943 -3.640 -2.659 0.261
H 3.050 -3.228 -0.557 0.266
H 1.302 -3.025 -0.302 0.236
H 2.326 -1.257 0.741 0.433
H 4.355 -1.269 -0.996 0.254
H 4.025 -0.033 0.223 0.245
C 0.200 -0.032 5.165 -0.655
C -0.507 -1.277 4.670 0.115
C -1.908 -1.433 5.203 -0.648
O -0.481 -1.345 3.197 -0.831
P -0.976 -0.287 2.172 1.810
S 0.503 0.972 1.475 -0.238
S -1.597 -1.302 0.491 -0.272
O -2.104 0.499 2.898 -0.830
C -2.605 1.859 2.706 0.118
C -4.038 1.755 2.236 -0.637
C -2.468 2.590 4.033 -0.636
H 0.366 -0.116 6.237 0.270
H -0.424 0.846 4.998 0.210
H 1.173 0.095 4.692 0.218
H 0.090 -2.161 4.927 0.226
H -2.497 -0.524 5.067 0.218
H -1.855 -1.630 6.271 0.261
H -2.428 -2.264 4.728 0.237
H -1.962 2.345 1.958 0.180
H -4.654 1.261 2.987 0.243
H -4.116 1.178 1.316 0.208
H -4.452 2.744 2.069 0.252
H -2.970 2.027 4.819 0.237
H -2.938 3.569 3.967 0.257
H -1.421 2.729 4.296 0.217
```

As for the orbital gap (spin up / spin down): 5.9 / 6.0 eV. The calculation puts the energy above the lowest of the compared OMol25 structures with the same formula, charge and spin at 2.277 eV. The largest force on an atom comes out at 2.2 eV/Å. The HOMO energy (spin up / spin down) is -0.6908 / -0.6920 Ha. The calculation puts the total energy at -2266.60070 hartree. For the LUMO energy (spin up / spin down), the calculation gives -12.9 / -12.9 eV. The net charge is +3.

---

No. 7
Below is a structure of composition C4H4N2 in a non-equilibrium geometry, with properties calculated with ωB97M-V/def2-TZVPD.

The geometry in XYZ format:
```
10
Properties=species:S:1:pos:R:3:nbo_charge:R:1
C 0.766 -1.377 -0.153 -0.219
C 1.669 -0.512 -0.362 0.246
C -0.044 -0.445 0.495 -0.023
C -1.196 0.128 -0.317 -0.637
N 2.212 0.716 -0.017 -0.187
N 1.178 1.215 0.414 -0.107
H -0.143 -0.305 1.542 0.240
H -1.605 0.981 0.151 0.226
H -2.013 -0.591 -0.363 0.228
H -0.825 0.189 -1.391 0.232
```

As for the orbital gap (spin up / spin down): 8.3 / 8.3 eV. The calculation puts the energy above the lowest of the compared OMol25 structures with the same formula, charge and spin at 7.228 eV. The largest force on an atom comes out at 3.6 eV/Å. The HOMO energy (spin up / spin down) is -0.3128 / -0.3128 Ha. The calculation puts the total energy at -264.06081 hartree. For the LUMO energy (spin up / spin down), the calculation gives -0.2 / -0.2 eV. The net charge is 0.

---

No. 8
Below is a cluster of 2 separate species, C2H2Cl2P in total in a non-equilibrium geometry, with properties calculated with ωB97M-V/def2-TZVPD.

The geometry in XYZ format:
```
7
Properties=species:S:1:pos:R:3:nbo_charge:R:1
C -0.004 -1.033 0.198 -0.572
C -0.900 -1.886 0.266 0.137
P 1.223 0.259 0.293 1.179
Cl 2.462 -0.397 -1.032 -0.048
Cl -1.442 2.836 0.166 -0.253
H -0.050 3.036 0.227 0.275
H -1.289 -2.816 -0.117 0.282
```

As for the orbital gap: 6.9 eV. The calculation puts the energy above the lowest of the compared OMol25 structures with the same formula, charge and spin at 1.274 eV. The largest force on an atom comes out at 3.1 eV/Å. The HOMO energy is -0.5611 Ha. The calculation puts the total energy at -1338.73911 hartree. For the LUMO energy, the calculation gives -8.4 eV. The net charge is +1.